Version one
{"formula": "C4H5ClF2", "method": "ωB97M-V with the def2-TZVPD basis set", "multiplicity": 1, "gap_ev": [8.50, 8.75], "homo_ev": [-8.690, -8.744], "species": ["C", "C", "C", "C", "F", "F", "Cl", "H", "H", "H", "H", "H"], "positions_angstrom": [[0.8189, 1.7303, -1.5679], [0.6122, 0.5251, -1.2612], [-0.5730, -1.4959, 1.1073], [-0.4193, -0.0308, 0.9437], [-1.5702, 0.6308, 1.0650], [0.4487, 0.5956, 1.7206], [0.5645, -0.9374, -2.1973], [1.0510, 2.0977, -2.5910], [0.5704, 2.4615, -0.8586], [-0.1415, -1.8344, 2.1371], [0.2247, -2.0309, 0.4221], [-1.5863, -1.7117, 1.0802]], "lowdin_charge": [-0.116, -0.602, -0.024, -0.423, 0.093, 0.091, 0.575, 0.082, 0.042, 0.124, 0.104, 0.054]}

Version two
{"formula": "C4H5ClF2", "method": "ωB97M-V with the def2-TZVPD basis set", "multiplicity": 1, "gap_ev": 11.27, "smiles": "F/C=C/[C@H](Cl)CF", "homo_ev": -10.343, "species": ["F", "C", "C", "C", "Cl", "C", "F", "H", "H", "H", "H", "H"], "positions_angstrom": [[3.0997, -0.4786, -0.1441], [1.8214, -0.0970, -0.1256], [0.8636, -0.8774, 0.2401], [-0.5052, -0.0714, 0.4338], [-1.8056, -1.1583, -0.1366], [-1.0856, 1.2486, -0.2078], [-0.2201, 2.3373, 0.1272], [1.6386, 1.0384, -0.1108], [0.6865, -1.9553, 0.4821], [-0.9372, -0.1667, 1.3818], [-2.1213, 1.4860, 0.0726], [-1.0532, 1.3436, -1.3945]], "lowdin_charge": [0.030, -0.183, -0.070, -0.597, 0.604, -0.228, -0.120, 0.148, 0.120, 0.042, 0.100, 0.155]}

version two comes first in stability; the runner-up is 0.0680 hartree higher.

Version one
{"formula": "C3H8O2S2", "method": "ωB97M-V with the def2-TZVPD basis set", "multiplicity": 1, "gap_ev": 9.65, "smiles": "O=CCCSS.O", "homo_ev": -9.374, "species": ["O", "C", "C", "C", "S", "S", "H", "H", "H", "H", "H", "H", "O", "H", "H"], "positions_angstrom": [[1.8124, 2.3199, -2.4024], [2.0110, 1.7055, -1.3910], [1.5228, 0.2950, -1.1324], [2.2217, -0.3245, 0.0741], [1.6211, -2.0415, 0.3807], [0.7211, -1.9896, 2.1936], [2.5497, 2.1311, -0.5148], [0.4349, 0.2284, -1.1016], [1.8234, -0.3373, -1.9766], [3.2875, -0.3897, -0.1436], [2.0520, 0.1911, 1.0198], [-0.5818, -1.8739, 2.0114], [-6.5684, 0.1099, 1.3448], [-7.2163, 0.1252, 0.6184], [-5.6912, -0.1493, 1.0197]], "lowdin_charge": [0.064, -0.271, -0.235, -0.556, 0.411, 0.310, 0.126, 0.119, 0.117, 0.075, 0.056, -0.214, -0.077, 0.041, 0.036]}

Version two
{"formula": "C3H8O2S2", "method": "ωB97M-V with the def2-TZVPD basis set", "multiplicity": 1, "gap_ev": 9.46, "smiles": "O=CCCSS.O", "homo_ev": -8.964, "species": ["O", "C", "C", "C", "S", "S", "H", "H", "H", "H", "H", "H", "O", "H", "H"], "positions_angstrom": [[2.4879, 0.1072, 0.5730], [1.7561, -0.8166, 0.3301], [0.2702, -0.7482, 0.7737], [-0.6493, -1.0411, -0.3799], [-2.4271, -1.0554, 0.0595], [-2.8317, 0.9441, -0.2449], [2.1130, -1.7806, -0.0734], [0.0798, 0.2885, 1.0529], [0.1075, -1.4251, 1.6123], [-0.3900, -1.9713, -0.8990], [-0.5575, -0.2922, -1.1690], [-2.9515, 1.3293, 1.0384], [0.7101, 1.9709, -1.0570], [1.3496, 1.5898, -0.4626], [0.9332, 2.9006, -1.1541]], "lowdin_charge": [0.046, -0.231, -0.229, -0.606, 0.431, 0.332, 0.129, 0.103, 0.116, 0.078, 0.046, -0.195, -0.053, -0.011, 0.045]}

version two comes first in stability; the runner-up is 0.0112 hartree higher.